[1]
Molecular formula: CH3N4S
Method: DFT, ωB97M-V/def2-TZVPD

DFT total energy	-17878.519	eV
structure (SMILES)	S=[N+]1[N-]CN[N-]1
total charge	-1
LUMO energy (spin up / spin down)	0.156 / 0.156	hartree
HOMO level (spin up / spin down)	-2.8 / -2.8	eV
orbital gap (spin up / spin down)	7.07 / 7.07	eV

Atoms and positions in Å:
C 0.20124 0.31767 -0.27085
N 1.71474 -1.35635 -0.13402
N 1.51954 0.91878 -0.07482
N 0.32356 -1.03815 0.07811
N 2.32602 -0.05610 -0.02836
S 3.94081 0.11156 0.02846
H -0.44645 0.87500 0.24184
H 0.05214 0.36652 -1.33971
H -0.18413 -1.20435 0.97012

=====

[2]
Molecular formula: C39H29BrF5N4STeW
Method: DFT, ωB97M-V/def2-TZVPD

DFT total energy	-150452.646	eV
total charge	+1
LUMO energy (spin up / spin down)	-0.154 / -0.154	hartree
HOMO level (spin up / spin down)	-9.9 / -10.0	eV
orbital gap (spin up / spin down)	5.71 / 5.83	eV

Atoms and positions in Å:
W 0.10022 0.15194 -0.34462
N -2.01608 0.89781 -0.47812
C -2.48010 1.55221 0.72917
C -2.84691 2.88351 0.69223
C -3.17292 3.52717 1.87744
C -3.12816 2.82983 3.07465
C -2.77772 1.48784 3.08762
C -2.45006 0.82429 1.91055
C -2.10694 -0.61522 1.86566
C -2.82471 -1.45445 2.72427
C -2.64580 -2.82339 2.72149
C -1.74534 -3.37512 1.82597
C -1.02646 -2.54567 0.98048
C -1.15324 -1.14815 0.96375
H -2.15929 1.53137 -1.26463
H -2.59535 0.08356 -0.67309
H -2.86290 3.41541 -0.25223
H -3.45032 4.57242 1.86349
H -3.36309 3.33182 4.00344
H -2.72736 0.95692 4.02940
H -3.56245 -1.01738 3.38458
H -3.21703 -3.45099 3.39247
H -1.60222 -4.44729 1.77924
H -0.34740 -3.04329 0.30130
F 5.39638 1.40956 4.33498
C 4.28523 1.53969 3.62200
C 3.08039 1.06101 4.11074
F 3.03838 0.46528 5.29866
C 1.93232 1.19066 3.34845
F 0.79985 0.68325 3.84305
C 1.93917 1.78204 2.08659
S 0.41545 1.94108 1.19819
C 3.15649 2.27703 1.64340
F 3.24188 2.91191 0.46492
C 4.32087 2.15098 2.38145
F 5.47336 2.61922 1.90151
Br -4.36795 -2.18445 -6.03383
C -3.00677 -2.00397 -4.74134
C -3.32766 -2.10714 -3.39568
C -2.33504 -1.93790 -2.44383
C -1.03266 -1.68406 -2.85109
C -0.70900 -1.59895 -4.19637
C -1.70526 -1.75359 -5.14883
N -0.03495 -1.52910 -1.83317
C 0.91696 -2.37832 -1.79597
C 1.81348 -2.38077 -0.63593
C 2.77406 -3.35602 -0.46111
C 3.46965 -3.40096 0.74277
C 3.14953 -2.48683 1.72694
C 2.17340 -1.53139 1.47025
N 1.53693 -1.45844 0.30877
H -4.34451 -2.31602 -3.09389
H -2.55715 -2.04467 -1.38805
H 0.30336 -1.35789 -4.49420
H -1.47345 -1.66301 -6.20068
H 1.00796 -3.16502 -2.54231
H 2.95571 -4.07973 -1.24418
H 4.22817 -4.15327 0.91069
H 3.63427 -2.50283 2.69274
H 1.88869 -0.80592 2.21787
C 4.70202 0.89840 -3.38339
C 4.58051 1.05671 -1.86417
C 3.22803 0.78138 -1.39789
N 2.15590 0.55966 -1.06074
H 5.71713 1.14072 -3.68983
H 4.01530 1.56864 -3.89723
H 4.48515 -0.12379 -3.69012
H 4.81872 2.07323 -1.54674
H 5.25657 0.38647 -1.32993
Te 0.19454 1.77331 -2.71488
C -1.78836 2.34606 -3.18389
C -2.68449 1.46064 -3.78134
C -3.98177 1.86023 -4.07259
C -4.39276 3.15323 -3.77796
C -3.50331 4.04449 -3.19449
C -2.20849 3.64321 -2.89083
H -2.36334 0.45861 -4.03107
H -4.66607 1.16274 -4.53961
H -5.40242 3.46749 -4.00681
H -3.81729 5.05579 -2.97037
H -1.52273 4.34126 -2.42611